No. 1
2 unconnected molecules or ions with the total composition C5H10Br2Si at a distorted geometry. Source: OMol25; level of theory: ωB97M-V/def2-TZVPD.

Results
Charge: 0
Largest force on an atom in eV Å⁻¹: 4.57
Kohn-Sham gap (alpha / beta) in eV: 7.870 / 7.870
HOMO energy (alpha / beta) in eV: -8.1 / -8.1
Lowest unoccupied orbital energy (alpha / beta) in eV: -0.21 / -0.21
Calculated total energy in eV: -153308.5473

Cartesian coordinates (Å):
C  1.705  -1.723  1.260
C  2.140  -1.479  0.005
C  -1.404  0.789  1.360
C  -1.734  1.216  -0.006
C  -0.436  1.395  -0.932
Si  1.057  -0.887  -1.431
Br  -0.744  -2.394  -1.835
Br  2.003  -0.539  -3.383
H  2.269  -1.807  2.220
H  0.689  -1.926  1.295
H  3.205  -1.166  -0.200
H  -2.009  1.307  2.109
H  -1.631  -0.250  1.559
H  -0.425  1.043  1.594
H  -2.453  0.658  -0.637
H  -1.948  2.272  -0.115
H  0.387  2.098  -0.755
H  -0.670  1.392  -2.107

Mulliken atomic charge list, values in e, 4 entries: -0.61, -0.17, -1.15, -0.08

No. 2
C4H12NS in the gas phase at a distorted geometry. Source: OMol25; level of theory: ωB97M-V/def2-TZVPD.

Results
Charge: 0
Spin multiplicity: 2
Largest force on an atom in eV Å⁻¹: 1.98
Kohn-Sham gap (alpha / beta) in eV: 4.402 / 9.611
HOMO energy (alpha / beta) in eV: -3.6 / -8.9
Lowest unoccupied orbital energy (alpha / beta) in eV: 0.82 / 0.75
Calculated total energy in eV: -16664.2124

Cartesian coordinates (Å):
C  -1.274  -1.277  -0.923
C  0.203  -1.241  -0.531
C  0.982  0.106  -0.282
S  0.245  1.199  1.043
C  1.621  1.579  2.273
N  -1.940  0.041  -1.174
H  -1.892  -1.739  -0.148
H  -1.437  -1.870  -1.831
H  0.430  -1.737  0.418
H  0.789  -1.624  -1.371
H  1.959  -0.209  0.086
H  1.048  0.771  -1.145
H  1.311  2.464  2.827
H  1.620  0.713  2.920
H  2.500  1.773  1.667
H  -1.495  0.470  -2.066
H  -1.715  0.715  -0.434
H  -2.954  -0.134  -1.330

Mulliken atomic charge list, values in e, 4 entries: -1.29, 0.03, -1.35, -0.07